Record 1
{
  "formula": "C20H30BF5N3O5S2",
  "method": "ωB97M-V/def2-TZVPD",
  "spin_multiplicity": 1,
  "energy_ha": -2640.76057,
  "homo_lumo_gap_ev": 6.3,
  "smiles": "NCCCCC[C@]1(CCCS)C(=O)N[C@](CCCC(F)(F)C(F)(F)F)(N=C=S)[C@@]1(CB(O)O)C(=O)[O-]",
  "charge": -1,
  "symbols": ["S", "S", "F", "F", "F", "F", "F", "O", "O", "O", "O", "O", "N", "N", "N", "C", "C", "C", "C", "C", "C", "C", "C", "C", "C", "C", "C", "C", "C", "C", "C", "C", "C", "C", "C", "B", "H", "H", "H", "H", "H", "H", "H", "H", "H", "H", "H", "H", "H", "H", "H", "H", "H", "H", "H", "H", "H", "H", "H", "H", "H", "H", "H", "H", "H", "H"],
  "xyz": [[5.151, -1.818, -0.786], [-0.390, 5.639, -0.844], [-0.729, 0.098, 5.798], [-0.498, 2.112, 7.109], [2.112, 1.682, 5.864], [0.931, 3.300, 4.390], [-1.575, 2.129, 4.869], [-1.965, -1.820, 2.593], [-2.368, 0.881, 0.529], [-0.609, 2.120, 1.311], [0.513, -2.303, 2.517], [1.994, 0.172, -3.558], [-3.555, -3.845, -1.072], [2.403, 0.233, -1.100], [2.198, -1.773, 0.003], [-0.653, -1.481, 0.152], [-0.012, 2.290, -1.808], [1.194, 3.152, -1.196], [1.064, 0.791, 3.707], [2.524, 0.079, 1.463], [-0.800, -2.460, -3.133], [-1.025, 0.291, -2.792], [1.522, 0.331, -2.327], [0.974, 4.723, -1.735], [-1.453, -3.864, -2.604], [-0.464, 1.578, 5.727], [0.061, 0.622, -1.669], [-3.086, -3.919, -2.540], [3.428, -1.794, -0.589], [1.682, -0.308, 0.165], [0.972, 1.901, 4.931], [-0.866, 0.999, 0.641], [2.125, 1.228, 2.504], [-1.728, -1.133, -2.976], [0.099, -0.033, -0.143], [-0.720, -1.853, 1.787], [-1.079, 2.721, -1.495], [3.122, 1.482, 3.118], [2.054, 5.219, -1.628], [-3.534, -2.858, -0.725], [-1.904, 1.095, -2.682], [1.446, -0.279, 4.075], [1.287, 3.245, -0.038], [-0.529, -2.623, -4.284], [1.858, 2.284, 2.015], [-1.065, -4.173, -1.518], [-3.644, -3.131, -3.208], [-1.806, -1.490, -0.164], [3.628, 0.372, 1.100], [2.709, -0.914, 2.103], [-1.516, 5.536, -1.718], [0.781, 4.590, -2.907], [3.105, 0.981, -0.928], [2.290, 2.887, -1.590], [-2.595, -1.218, -2.158], [-0.551, 0.564, -3.857], [-2.344, -1.074, -4.002], [-1.911, -2.639, 3.196], [-4.558, -4.151, -0.996], [-1.113, -4.719, -3.363], [-0.227, -2.397, -0.437], [0.225, -2.253, -2.563], [-0.032, 0.619, 3.342], [0.015, 2.469, -2.990], [-3.475, -4.985, -2.915], [0.912, -3.108, 2.032]],
  "forces_ev_per_a": [[-5.0, -0.3, 0.2], [-0.3, -0.3, -1.3], [1.0, 5.0, 0.1], [-0.2, -1.7, -4.6], [-3.2, 1.3, -2.3], [0.4, -4.2, 2.3], [3.8, -1.8, 3.5], [3.1, -2.1, -1.1], [7.2, -1.4, -0.8], [1.6, -5.1, -2.9], [-1.9, -1.4, -2.1], [-3.0, 1.3, 7.1], [-0.6, 0.6, -1.1], [-1.1, 1.4, -1.2], [5.9, -0.3, -3.1], [-1.8, -0.7, -0.4], [0.3, 0.4, -0.5], [0.5, 2.0, -0.2], [0.3, -0.3, -0.6], [1.4, 0.0, 1.6], [0.8, 0.2, 0.0], [-1.4, 0.5, -1.4], [2.6, -0.8, -1.4], [1.6, -2.0, -1.5], [-0.1, -0.7, -0.2], [-1.8, -0.2, 0.0], [0.6, 0.3, -2.6], [-0.7, -0.9, 0.2], [-2.6, 0.5, 3.7], [2.0, 0.8, -2.0], [0.3, -0.9, -1.0], [-6.8, 5.3, 2.9], [0.5, 1.8, 1.4], [-1.7, -0.3, -0.6], [-1.5, -1.0, -0.1], [-0.1, -0.4, 1.3], [2.5, -1.2, -0.1], [-1.9, -0.8, -1.4], [-2.7, -0.5, 0.0], [0.0, -1.1, -0.5], [1.8, -2.0, 0.0], [-0.9, 2.6, -0.2], [-0.6, -0.7, -2.0], [-0.5, 0.6, 2.5], [0.1, -2.7, 0.9], [-0.9, 0.8, -2.4], [1.4, -1.3, 1.1], [2.7, 0.7, 0.7], [-2.5, -0.7, 0.5], [-0.7, 2.2, -1.5], [1.8, -0.1, 0.9], [0.2, 0.7, 2.6], [-0.9, -0.8, -0.5], [-2.5, 0.3, 0.5], [2.1, -0.1, -1.6], [-0.6, -0.6, 2.5], [1.3, 0.1, 2.2], [0.1, 2.1, -1.0], [1.4, 0.5, -0.3], [-0.6, 1.8, 1.7], [-0.2, 1.8, 1.2], [-2.1, -0.6, -1.3], [2.0, 0.6, 0.4], [0.2, -0.5, 2.5], [1.0, 2.3, 0.7], [-0.7, 2.3, 0.8]],
  "mulliken_charge": [-0.22, -0.25, -0.24, -0.25, -0.32, -0.28, -0.22, -0.54, -0.84, -0.59, -0.68, -0.68, -0.63, -0.23, -0.49, -0.62, -1.49, 0.27, -0.47, -0.77, -0.24, -1.30, -0.38, -0.70, -0.50, 0.55, 1.24, -0.36, 0.26, 1.13, 0.75, -0.11, -0.62, -0.72, 1.83, 0.96, 0.35, 0.50, 0.36, 0.23, 0.23, 0.28, -0.14, 0.44, 0.03, 0.20, 0.22, -0.42, 0.33, 0.26, 0.13, 0.32, 0.32, 0.18, 0.21, 0.34, 0.44, 0.28, 0.24, 0.37, -0.23, -0.10, 0.09, 0.59, 0.34, 0.34]
}

Record 2
{
  "formula": "C20H30BN3O12P",
  "method": "ωB97M-V/def2-TZVPD",
  "spin_multiplicity": 1,
  "energy_ha": -2213.41543,
  "homo_lumo_gap_ev": 4.1,
  "charge": -1,
  "symbols": ["P", "O", "O", "O", "O", "O", "O", "O", "O", "O", "O", "O", "O", "N", "N", "N", "C", "C", "C", "C", "C", "C", "C", "C", "C", "C", "C", "C", "C", "C", "C", "C", "C", "C", "C", "C", "B", "H", "H", "H", "H", "H", "H", "H", "H", "H", "H", "H", "H", "H", "H", "H", "H", "H", "H", "H", "H", "H", "H", "H", "H", "H", "H", "H", "H", "H", "H"],
  "xyz": [[-0.341, -0.052, -0.668], [-1.961, -1.216, 4.509], [-1.068, -1.557, -0.078], [6.612, 5.537, 0.240], [-1.882, -2.205, -2.923], [7.691, 3.715, 1.869], [-1.114, -0.258, -2.221], [3.986, 0.866, 1.569], [2.561, -0.197, -0.678], [-2.828, 0.430, 6.421], [-2.095, 3.961, 3.417], [2.913, 2.680, -0.150], [-1.299, 2.283, 1.464], [-4.315, -1.615, -4.465], [-1.970, -4.741, -0.829], [1.556, -1.983, -2.124], [-2.499, 2.258, 4.992], [-2.457, 0.947, 5.238], [5.865, 2.228, 1.782], [-2.087, 2.773, 3.686], [-4.649, -0.905, -3.216], [4.002, 2.942, 0.311], [2.428, -2.938, -1.379], [-2.575, -4.010, 0.019], [-2.242, -1.129, -2.097], [4.653, 1.978, 1.262], [2.349, -1.598, -3.315], [6.582, 3.447, 1.437], [-1.646, 1.789, 2.651], [4.719, 4.178, -0.014], [-1.991, -0.035, 4.210], [-3.444, -0.209, -2.531], [-3.314, -2.726, -0.320], [-1.600, 0.473, 2.900], [5.922, 4.415, 0.511], [-2.391, -1.479, -0.553], [1.359, -0.817, -1.200], [2.477, -3.877, -1.962], [3.463, -2.535, -1.329], [6.349, 1.545, 2.465], [-2.593, -4.338, 1.076], [-3.985, -2.506, 0.530], [0.282, 0.029, 0.676], [4.233, 4.872, -0.686], [-1.413, 3.248, 1.525], [2.748, 0.571, -1.231], [-5.360, -0.102, -3.499], [-1.562, -5.528, -0.321], [-1.392, 0.795, -0.176], [-5.211, -1.563, -2.520], [-2.833, 2.975, 5.729], [-3.985, -2.543, -4.233], [-3.968, -2.827, -1.205], [3.138, 0.896, 1.067], [2.055, -3.120, -0.361], [1.711, -1.114, -4.068], [-3.067, 0.604, -3.167], [7.443, 5.455, 0.743], [3.221, -0.953, -3.051], [-1.278, -0.247, 2.154], [2.800, -2.533, -3.702], [-5.127, -1.711, -5.063], [-3.841, 0.266, -1.615], [-2.419, -2.986, -2.738], [-2.885, -0.687, 0.042], [0.268, 1.214, -1.135], [-2.697, -0.532, 6.331]],
  "forces_ev_per_a": [[2.0, 0.8, 0.5], [-0.2, 0.0, 0.4], [-1.3, -0.2, -0.2], [0.0, -0.4, 0.3], [-0.9, -0.3, 0.1], [0.1, 0.4, -0.1], [-1.0, -0.8, 1.2], [-0.1, 1.1, -0.4], [-0.6, -0.3, -0.6], [0.2, -0.1, -0.4], [0.0, 0.0, -0.2], [0.1, -0.1, 0.1], [-0.2, 0.5, 0.8], [0.0, 0.1, 0.3], [-0.4, 0.3, 0.3], [1.3, 0.1, 0.4], [0.0, 0.3, -0.1], [-0.3, 0.2, 0.7], [0.5, 0.4, 0.0], [-0.2, 0.1, 0.5], [-0.4, 0.5, -0.2], [0.0, 0.5, -0.2], [0.0, 0.2, -0.6], [0.0, -0.3, -0.1], [0.7, 2.5, 0.3], [-0.1, -1.0, 0.5], [0.0, -0.4, 0.4], [-0.1, -0.8, 0.4], [0.3, -0.3, -0.7], [-0.2, -0.1, 0.0], [0.3, 0.0, -0.9], [-0.7, -1.1, -0.4], [0.4, -0.1, 0.3], [-0.1, -0.5, 0.3], [-0.1, 0.6, -0.4], [0.4, -0.7, -0.3], [0.0, -0.5, -0.3], [-0.1, 0.2, 0.4], [-0.3, -0.2, 0.3], [0.0, 0.0, 0.0], [0.0, 0.5, -0.2], [0.3, -0.1, -0.3], [0.2, 0.6, 0.1], [0.0, 0.0, 0.0], [0.0, 0.0, -0.1], [-0.1, 0.2, 0.2], [0.2, -0.3, 0.2], [0.1, 0.0, -0.3], [-0.7, -0.8, -0.2], [0.3, 0.3, 0.0], [0.0, 0.0, 0.0], [0.2, 0.1, -0.3], [0.3, -0.3, 0.3], [0.0, -0.5, -0.2], [0.0, 0.0, -0.3], [0.3, -0.2, 0.2], [0.0, -0.5, 0.0], [0.1, 0.0, 0.0], [-0.4, -0.1, -0.2], [0.1, 0.1, -0.1], [-0.4, 0.4, -0.3], [-0.1, 0.0, 0.2], [0.3, -0.1, -0.3], [0.2, -0.1, 0.3], [0.0, 0.1, -0.9], [0.2, 0.1, 0.1], [0.0, -0.1, 0.0]],
  "mulliken_charge": [0.46, -0.66, -0.68, -0.59, -0.58, -0.65, -0.78, -0.50, -0.62, -0.59, -0.65, -0.54, -0.39, -0.59, -0.55, 0.15, -1.02, 0.38, -0.87, 0.72, -0.60, 0.88, -1.04, -0.17, 1.04, 0.41, -1.01, 1.04, 0.08, -1.11, 0.77, -0.96, -1.00, -0.34, 0.38, 0.35, 0.74, 0.28, 0.30, 0.44, 0.36, 0.26, -0.17, 0.45, 0.32, 0.16, 0.46, 0.27, -0.13, 0.21, 0.41, 0.22, 0.28, 0.28, 0.30, 0.20, 0.49, 0.35, 0.25, 0.63, 0.33, 0.23, 0.18, 0.36, 0.36, -0.36, 0.36]
}

Record 3
{
  "formula": "C20H30Cl2N2O6",
  "method": "ωB97M-V/def2-TZVPD",
  "spin_multiplicity": 1,
  "energy_ha": -2261.35762,
  "homo_lumo_gap_ev": 7.9,
  "symbols": ["Cl", "Cl", "O", "O", "O", "O", "O", "O", "N", "N", "C", "C", "C", "C", "C", "C", "C", "C", "C", "C", "C", "C", "C", "C", "C", "C", "C", "C", "C", "C", "H", "H", "H", "H", "H", "H", "H", "H", "H", "H", "H", "H", "H", "H", "H", "H", "H", "H", "H", "H", "H", "H", "H", "H", "H", "H", "H", "H", "H", "H"],
  "xyz": [[-3.140, 0.815, 1.495], [-0.566, 3.265, -0.958], [-3.729, -1.410, -2.019], [-4.216, -3.501, -1.294], [1.801, -3.828, 0.029], [2.579, -2.731, 1.781], [0.503, 2.262, 3.936], [2.515, -0.892, -2.773], [-0.249, 0.170, 1.215], [0.462, -0.916, 1.294], [1.684, 2.066, 4.715], [-2.523, -1.943, -2.610], [1.078, -1.592, 0.359], [-1.846, -0.933, -3.534], [-4.314, -2.302, -1.181], [-3.147, 3.395, 0.452], [-5.152, -1.725, -0.043], [2.581, 3.289, 4.602], [-0.420, 0.660, 0.022], [4.232, -0.990, -0.959], [2.402, 0.809, 4.246], [3.889, -1.065, -2.458], [0.960, -1.113, -0.966], [1.889, -2.826, 0.743], [0.181, 0.018, -1.113], [1.666, -1.821, -2.108], [-1.555, 0.458, -2.874], [-0.038, 0.588, -2.503], [-2.411, 2.081, 0.548], [-1.233, 1.913, -0.054], [-2.219, 0.541, -2.010], [-1.773, 1.197, -3.652], [0.771, 2.373, 3.017], [-1.873, -2.330, -1.813], [2.158, -2.746, -1.794], [2.876, 3.457, 3.562], [5.220, -0.570, -0.761], [-0.924, -1.401, -3.895], [0.892, -2.116, -2.834], [3.483, 3.175, 5.205], [2.051, 4.183, 4.933], [2.692, 0.898, 3.195], [-5.643, -0.811, -0.400], [-3.947, 3.457, 1.195], [0.339, 1.605, -2.605], [1.362, 1.941, 5.750], [-2.525, -0.785, -4.382], [4.102, -1.975, -0.496], [0.490, -0.007, -3.251], [-3.544, 3.538, -0.559], [4.412, -0.233, -2.948], [-2.476, 4.232, 0.669], [-2.831, -2.804, -3.217], [4.322, -1.973, -2.906], [0.564, -1.304, 2.235], [3.518, -0.328, -0.444], [-4.501, -1.537, 0.813], [1.746, -0.060, 4.325], [3.299, 0.620, 4.837], [-5.926, -2.438, 0.241]],
  "forces_ev_per_a": [[0.1, 0.5, -0.4], [-0.1, -0.4, 0.4], [0.5, 0.1, 0.8], [0.5, 0.5, -0.3], [-0.8, 0.4, -1.0], [-0.8, 1.3, -0.1], [-0.3, 0.0, 0.3], [0.3, -0.5, 0.2], [-0.3, 0.5, 0.3], [0.3, -1.0, 1.5], [0.4, 0.0, -0.6], [0.0, -0.7, -0.8], [0.2, -0.1, -1.7], [-0.7, 0.4, 0.8], [-1.0, -1.0, 0.7], [-0.2, -0.1, 0.5], [-0.1, 0.4, -1.0], [-0.1, 0.2, 0.2], [0.5, 0.0, -0.9], [-1.0, -0.2, 0.0], [-0.1, -0.1, 0.1], [1.2, 0.8, 0.1], [-0.1, -0.3, 1.1], [1.3, -1.6, 1.7], [0.3, 0.7, -1.3], [-0.5, 0.4, -0.6], [0.7, -0.8, -0.9], [-0.9, -0.7, -0.1], [0.0, 0.6, 0.1], [0.2, -0.5, 0.0], [0.0, 0.5, -0.2], [-0.2, 0.2, 0.5], [0.0, 0.0, 0.0], [-0.1, 0.3, -0.1], [0.0, 0.3, 0.2], [0.1, -0.1, 0.0], [0.0, -0.4, -0.2], [-0.2, 0.1, -0.1], [0.2, 0.0, 0.2], [0.0, 0.0, 0.0], [0.0, 0.0, 0.1], [0.1, 0.1, 0.0], [0.3, 0.0, 0.4], [0.0, -0.2, -0.3], [-0.1, -0.1, 0.2], [-0.2, 0.0, -0.1], [0.2, 0.0, 0.0], [0.4, 0.2, 0.1], [0.2, 0.2, 0.3], [0.0, 0.0, 0.2], [-0.4, -0.1, -0.1], [0.0, -0.2, -0.1], [0.3, 0.1, 0.2], [-0.4, 0.0, 0.1], [0.2, 0.3, 0.0], [0.2, 0.0, -0.2], [-0.1, 0.1, -0.2], [0.0, 0.0, 0.1], [0.0, 0.0, 0.0], [0.3, -0.1, -0.1]],
  "mulliken_charge": [-0.19, -0.19, -0.33, -0.54, -0.70, -0.68, -0.48, -0.41, -0.94, 0.32, 0.38, -0.40, 0.18, -0.94, 0.74, -1.36, -0.85, -1.28, 0.29, -0.91, -1.07, -0.27, 0.51, 0.11, 1.99, -1.44, -0.38, -1.70, 0.88, -0.58, 0.31, 0.42, 0.26, 0.16, 0.70, 0.31, 0.43, 0.37, 0.11, 0.39, 0.32, 0.19, 0.32, 0.42, 0.52, 0.32, 0.43, 0.24, 0.65, 0.30, 0.36, 0.38, 0.49, 0.29, 0.34, 0.16, 0.07, 0.22, 0.43, 0.33]
}